# 1
The following is a DFT calculation (ωB97M-V/def2-TZVPD) of an isolated molecule of CH5N2PS.

Summary:
2S+1: 3
energy relative to the best compared isomer or geometry (same formula, charge and spin): 0.0 kcal/mol
energy: -889.97396 Ha
Kohn-Sham gap (alpha / beta): 6.09 / 6.73 eV
<S²>: 2.006

Geometry (Å):
C: -1.075 -0.352 0.160
N: -0.693 -1.618 0.260
N: 0.161 0.714 0.441
P: 1.627 0.385 -0.343
S: -2.450 0.456 -0.292
H: 0.303 -1.751 0.457
H: -1.386 -2.401 0.367
H: -0.197 1.606 0.022
H: 2.298 1.538 0.226
H: 1.413 1.423 -1.299

Forces on atoms 1 to 6 (eV/Å):
C 3.4 3.9 1.1
N 0.1 -3.4 0.0
N -4.4 -0.8 -0.4
P 1.0 1.7 -0.7
S -1.2 0.4 -0.6
H -0.9 -0.5 -0.1

***

# 2
The following is a DFT calculation (ωB97M-V/def2-TZVPD) of an isolated molecule of CH5N2PS.

Summary:
2S+1: 3
energy relative to the best compared isomer or geometry (same formula, charge and spin): 11.0 kcal/mol
energy: -889.95651 Ha
Kohn-Sham gap (alpha / beta): 7.18 / 6.81 eV
<S²>: 2.008

Geometry (Å):
C: 1.137 -1.449 0.718
N: 0.939 -0.085 0.765
N: 0.229 0.455 -0.126
P: -1.402 1.464 -1.676
S: -0.375 2.095 0.115
H: 0.647 -2.029 -0.070
H: 0.871 -1.766 1.695
H: 2.269 -1.621 0.593
H: -1.965 0.551 -0.723
H: -2.350 2.386 -1.291

Forces on atoms 1 to 6 (eV/Å):
C 3.0 -2.0 0.3
N -0.4 1.4 -1.3
N 0.5 2.0 1.0
P -0.2 0.0 1.0
S 0.6 -1.1 -0.8
H -0.3 0.5 0.2

***

# 3
The following is a DFT calculation (ωB97M-V/def2-TZVPD) of the ion CH5N2S2 with charge +1.

Summary:
2S+1: 1
total charge: +1
energy relative to the best compared isomer or geometry (same formula, charge and spin): 19.5 kcal/mol
structure (SMILES): NC(=[NH2+])SS
energy: -946.71959 Ha
Kohn-Sham gap: 9.16 eV

Geometry (Å):
N: 0.243 -1.032 0.284
C: 0.092 0.246 0.330
N: 1.009 1.201 0.206
S: -1.624 0.954 0.083
S: -3.345 -0.361 0.078
H: -0.582 -1.573 0.464
H: 1.164 -1.507 0.580
H: 0.685 2.184 -0.100
H: 2.007 1.132 0.079
H: -3.782 0.067 -1.046

Forces on atoms 1 to 6 (eV/Å):
N 2.7 -2.2 1.8
C -1.9 2.1 -2.4
N -1.3 2.2 -0.5
S 0.3 0.1 0.6
S 2.1 -0.3 2.2
H -0.3 -0.4 -0.1

***

# 4
The following is a DFT calculation (ωB97M-V/def2-TZVPD) of the ion CH5N3 with charge -1.

Summary:
2S+1: 2
total charge: -1
energy relative to the best compared isomer or geometry (same formula, charge and spin): 57.3 kcal/mol
energy: -205.24043 Ha
Kohn-Sham gap (alpha / beta): 4.82 / 6.82 eV
<S²>: 0.754

Geometry (Å):
N: -1.266 -0.492 -0.055
C: 0.122 -0.057 0.185
N: 0.904 0.180 -0.977
N: 0.353 0.313 1.511
H: -1.272 -1.284 -0.673
H: -1.640 -0.647 0.867
H: 1.215 1.189 -0.991
H: 1.743 -0.355 -0.900
H: -0.158 1.153 1.033

Forces on atoms 1 to 6 (eV/Å):
N 1.0 1.2 -0.8
C -0.2 -3.8 1.3
N -0.5 0.9 -0.3
N -0.5 1.6 -2.8
H -0.3 -0.3 0.0
H 0.0 -0.4 -0.1

***

# 5
The following is a DFT calculation (ωB97M-V/def2-TZVPD) of an isolated molecule of CH5N3.

Summary:
2S+1: 1
energy relative to the best compared isomer or geometry (same formula, charge and spin): 28.7 kcal/mol
structure (SMILES): N=C(N)N
energy: -205.34543 Ha
Kohn-Sham gap: 9.53 eV

Geometry (Å):
N: 0.462 -0.899 -0.894
C: -0.063 -0.056 -0.098
N: -1.308 -0.155 0.429
N: 0.805 0.880 0.500
H: 1.264 -0.461 -1.392
H: -1.978 -0.572 -0.224
H: -1.597 0.677 0.945
H: 1.462 1.542 -0.046
H: 1.511 0.372 1.053

Forces on atoms 1 to 6 (eV/Å):
N -1.0 -0.2 -2.1
C 2.5 -0.7 -0.8
N -0.6 0.5 -0.2
N 2.3 3.1 1.5
H -0.4 -0.8 1.1
H 0.3 0.3 0.7

***

# 6
The following is a DFT calculation (ωB97M-V/def2-TZVPD) of an isolated molecule of CH5N3O.

Summary:
2S+1: 1
energy relative to the best compared isomer or geometry (same formula, charge and spin): 101.5 kcal/mol
structure (SMILES): CN(N)N=O
energy: -280.44276 Ha
Kohn-Sham gap (alpha / beta): 8.12 / 8.12 eV

Geometry (Å):
C: 0.570 -1.021 0.045
N: -0.008 0.286 0.222
N: 0.453 1.342 -0.472
N: -1.602 0.490 0.523
O: -2.123 -0.455 1.043
H: -0.122 -1.514 -0.515
H: 1.624 -0.928 -0.325
H: 0.612 -1.480 1.080
H: 0.677 1.151 -1.498
H: -0.082 2.130 -0.103

Forces on atoms 1 to 6 (eV/Å):
C 1.8 1.5 3.2
N -3.4 0.3 1.8
N 1.4 0.3 -1.2
N 2.2 -2.6 0.1
O 1.1 1.6 -1.0
H -1.3 -2.3 -2.0

***

# 7
The following is a DFT calculation (ωB97M-V/def2-TZVPD) of a cluster of 2 separate species, CH5N3O in total.

Summary:
2S+1: 1
energy relative to the best compared isomer or geometry (same formula, charge and spin): 93.1 kcal/mol
energy: -280.45610 Ha
Kohn-Sham gap: 9.23 eV

Geometry (Å):
C: -1.993 0.246 -0.231
N: 0.358 1.175 -0.013
N: 0.654 0.070 0.265
N: 1.905 -0.525 -0.154
O: -1.601 -0.851 0.176
H: -1.543 0.770 -1.021
H: -2.554 0.899 0.304
H: 2.624 0.204 -0.231
H: 2.207 -1.376 0.317
H: -0.057 -0.611 0.587

Forces on atoms 1 to 6 (eV/Å):
C 3.0 -2.3 0.5
N -0.1 1.0 0.2
N 1.7 -0.3 -0.6
N 0.2 0.2 -0.1
O -1.8 0.5 -0.6
H 0.4 0.0 -2.2

***

# 8
The following is a DFT calculation (ωB97M-V/def2-TZVPD) of a structure of composition CH5N3O2.

Summary:
2S+1: 1
energy relative to the best compared isomer or geometry (same formula, charge and spin): 113.7 kcal/mol
energy: -355.64307 Ha
Kohn-Sham gap: 9.23 eV

Geometry (Å):
C: -0.195 0.148 -0.651
H: 1.488 -0.307 1.228
H: 1.797 0.697 -0.948
H: 0.043 0.440 -2.530
H: -1.857 -0.460 -0.082
H: -0.293 -0.827 2.128
N: 1.105 0.314 -0.294
N: -0.652 0.241 -1.826
N: -1.133 -0.002 0.364
O: 1.517 0.681 0.985
O: -0.923 -1.219 1.065

Forces on atoms 1 to 6 (eV/Å):
C 0.2 1.5 -0.8
H 0.9 2.3 1.2
H -1.0 -0.4 0.1
H 0.3 0.3 -0.1
H -2.9 0.7 -2.0
H -3.1 -2.0 -4.6

***

# 9
The following is a DFT calculation (ωB97M-V/def2-TZVPD) of a structure of composition CH5N3O2.

Summary:
2S+1: 1
energy relative to the best compared isomer or geometry (same formula, charge and spin): 129.0 kcal/mol
energy: -355.61864 Ha
Kohn-Sham gap: 10.17 eV

Geometry (Å):
C: 0.762 0.891 1.450
N: -0.564 -0.628 -1.661
N: 0.736 0.753 0.070
N: -0.479 -0.510 -0.430
O: -1.122 -0.920 0.478
O: -1.186 -1.713 -2.183
H: -0.069 0.226 1.760
H: 1.687 0.486 1.883
H: 0.530 1.856 1.947
H: 0.433 1.628 -0.354
H: -0.727 -2.070 -2.961

Forces on atoms 1 to 6 (eV/Å):
C -0.9 -1.0 2.0
N 3.3 1.3 -1.6
N 0.0 -0.4 -2.8
N 0.2 2.6 -0.1
O -0.6 -1.6 1.5
O -1.9 -1.2 1.5

***

# 10
The following is a DFT calculation (ωB97M-V/def2-TZVPD) of a cluster of 2 separate species, CH5N3O2 in total.

Summary:
2S+1: 1
energy relative to the best compared isomer or geometry (same formula, charge and spin): 99.6 kcal/mol
structure (SMILES): [H]/N=[N+](\[O-])O.C=N
energy: -355.66553 Ha
Kohn-Sham gap: 10.83 eV

Geometry (Å):
H: -1.248 2.479 1.344
N: -0.924 1.515 1.491
N: 0.299 1.474 1.463
O: 1.142 2.298 1.177
O: 0.728 0.127 1.519
H: 1.571 0.062 1.092
C: -0.110 -1.516 -1.931
N: -0.634 -1.192 -0.879
H: 0.661 -0.772 -2.339
H: -0.278 -2.581 -2.362
H: -1.207 -1.894 -0.575

Forces on atoms 1 to 6 (eV/Å):
H 0.6 -0.2 0.2
N -1.6 0.3 0.7
N 0.7 -1.5 -2.1
O 0.6 0.5 0.4
O -1.3 0.2 1.4
H 1.0 0.6 -0.5

***

# 11
The following is a DFT calculation (ωB97M-V/def2-TZVPD) of an isolated molecule of CH5N3O2S.

Summary:
2S+1: 1
energy relative to the best compared isomer or geometry (same formula, charge and spin): 84.0 kcal/mol
structure (SMILES): O/N=C(\NO)NS
energy: -753.90356 Ha
Kohn-Sham gap: 9.59 eV

Geometry (Å):
O: 1.596 1.532 -0.158
N: 0.255 1.118 0.105
C: 0.209 -0.162 -0.042
N: 1.263 -0.957 -0.388
O: 2.461 -0.886 0.378
N: -1.021 -0.858 -0.046
S: -2.444 0.083 -0.033
H: 1.472 2.456 0.114
H: 1.038 -1.910 -0.399
H: 2.866 -0.148 -0.075
H: -1.147 -1.678 0.516
H: -2.309 0.643 1.157

Forces on atoms 1 to 6 (eV/Å):
O -0.8 1.1 0.3
N 0.2 -1.5 0.0
C -0.9 0.5 0.4
N 1.1 0.0 0.0
O -0.7 0.1 -0.2
N -0.3 1.3 -0.3

***

# 12
The following is a DFT calculation (ωB97M-V/def2-TZVPD) of an isolated molecule of CH5N3O2S.

Summary:
2S+1: 1
energy relative to the best compared isomer or geometry (same formula, charge and spin): 54.1 kcal/mol
energy: -753.95134 Ha
Kohn-Sham gap: 9.30 eV

Geometry (Å):
C: -0.434 0.111 0.519
N: 1.090 0.490 -1.286
N: 0.674 0.439 1.123
N: -0.876 -1.108 0.339
O: 1.970 -1.626 0.043
O: 3.127 0.455 0.320
S: 1.906 -0.196 -0.136
H: -1.292 0.705 0.281
H: 1.709 0.989 -1.918
H: 0.785 1.414 1.318
H: -1.746 -1.180 -0.305
H: -0.295 -1.857 0.658

Forces on atoms 1 to 6 (eV/Å):
C -2.8 -0.1 0.9
N 0.9 -1.1 0.2
N 0.1 -1.7 0.2
N -1.7 -0.2 -1.4
O -1.4 0.3 -0.3
O -1.0 -0.1 -0.7

***

# 13
The following is a DFT calculation (ωB97M-V/def2-TZVPD) of an isolated molecule of CH5N3S.

Summary:
2S+1: 1
energy relative to the best compared isomer or geometry (same formula, charge and spin): 61.1 kcal/mol
structure (SMILES): [H]/N=N/NSC
energy: -603.44859 Ha
Kohn-Sham gap: 9.59 eV

Geometry (Å):
H: 3.128 -0.753 -0.673
N: 2.937 0.004 0.038
N: 1.791 0.282 -0.466
N: 1.091 0.969 0.386
S: -0.438 1.518 -0.039
C: -1.445 -0.049 -0.208
H: 1.444 1.402 1.227
H: -2.144 0.329 -0.986
H: -1.881 -0.185 0.686
H: -1.076 -0.950 -0.689

Forces on atoms 1 to 6 (eV/Å):
H 1.4 1.0 0.9
N -1.6 -1.8 -2.8
N 2.0 -0.6 1.8
N -2.1 1.7 0.4
S -0.5 -1.0 -0.9
C 0.9 2.2 -3.6

***

# 14
The following is a DFT calculation (ωB97M-V/def2-TZVPD) of an isolated molecule of CH5N3S.

Summary:
2S+1: 1
energy relative to the best compared isomer or geometry (same formula, charge and spin): 46.0 kcal/mol
structure (SMILES): [H]/N=C(\N)NS
energy: -603.47266 Ha
Kohn-Sham gap: 9.16 eV

Geometry (Å):
H: 2.362 -0.645 -0.291
N: 1.508 -1.010 -0.209
C: 0.501 -0.114 -0.024
N: 0.570 1.121 -0.062
N: -0.699 -0.779 0.299
S: -2.279 -0.073 -0.249
H: -0.004 1.907 0.065
H: 1.577 1.544 -0.052
H: -0.684 -1.681 -0.480
H: -2.852 -0.269 1.001

Forces on atoms 1 to 6 (eV/Å):
H 4.1 2.2 -0.5
N -6.9 0.2 0.9
C 2.4 -9.4 -0.2
N 5.2 8.5 -0.1
N -2.0 -3.1 -4.4
S 0.8 -0.1 1.9

***

# 15
The following is a DFT calculation (ωB97M-V/def2-TZVPD) of a cluster of 2 separate species, CH5N4O2 in total.

Summary:
2S+1: 1
total charge: +1
energy relative to the best compared isomer or geometry (same formula, charge and spin): 63.7 kcal/mol
energy: -410.19148 Ha
Kohn-Sham gap (alpha / beta): 7.60 / 6.37 eV

Geometry (Å):
C: 0.619 0.239 0.084
N: -2.655 0.951 -0.533
N: 1.484 1.118 0.561
N: -0.440 0.060 0.820
N: 0.874 -0.653 -0.988
O: -1.192 -1.031 0.313
O: -3.029 -0.054 -0.315
H: 1.390 1.770 1.376
H: 2.235 1.457 0.066
H: 1.778 -0.694 -1.467
H: 0.257 -1.488 -0.961
H: -1.320 -1.674 1.043

Forces on atoms 1 to 6 (eV/Å):
C 1.3 -2.7 -1.9
N -0.2 -1.6 0.7
N -0.2 1.7 1.7
N -3.0 -0.6 0.6
N -0.3 1.3 1.4
O 0.7 -0.6 0.8

***

# 16
The following is a DFT calculation (ωB97M-V/def2-TZVPD) of the ion CH5N4OS with charge -1.

Summary:
2S+1: 1
total charge: -1
energy relative to the best compared isomer or geometry (same formula, charge and spin): 31.7 kcal/mol
structure (SMILES): [H]/N=[N+](\[S-])[C@H](N)N[O-]
energy: -733.41654 Ha
Kohn-Sham gap (alpha / beta): 7.31 / 4.98 eV

Geometry (Å):
H: 1.376 1.444 1.625
N: 0.628 1.336 0.978
N: 1.098 0.424 0.169
S: 2.641 -0.039 -0.102
C: 0.026 -0.245 -0.527
N: -0.934 0.620 -1.087
N: -0.666 -1.118 0.555
O: -1.968 -1.616 0.247
H: 0.533 -0.921 -1.293
H: -1.781 0.343 -0.602
H: -0.767 1.705 -0.920
H: -0.186 -1.932 0.957

Forces on atoms 1 to 6 (eV/Å):
H 0.9 0.8 0.8
N -0.5 0.4 0.6
N -2.4 -0.5 -1.1
S 2.4 -0.7 0.0
C 1.6 -1.0 0.0
N -0.7 2.6 -0.1

***

# 17
The following is a DFT calculation (ωB97M-V/def2-TZVPD) of a cluster of 2 separate species, CH5N4S in total.

Summary:
2S+1: 1
total charge: +1
energy relative to the best compared isomer or geometry (same formula, charge and spin): 87.9 kcal/mol
energy: -657.84127 Ha
Kohn-Sham gap (alpha / beta): 7.90 / 7.62 eV

Geometry (Å):
C: -0.262 -0.049 0.194
N: 0.387 -1.250 0.072
N: 1.581 -1.127 -0.100
N: 2.091 0.064 -0.114
N: -1.558 0.128 -0.407
S: 0.975 1.335 0.088
H: -0.943 0.306 1.999
H: 3.134 0.148 -0.034
H: -1.770 1.075 -0.165
H: -2.258 -0.526 -0.089
H: -1.376 -0.104 -1.442

Forces on atoms 1 to 6 (eV/Å):
C 1.0 2.3 5.0
N -3.6 0.0 -0.4
N 4.2 -1.1 -0.1
N 1.3 0.2 0.1
N 1.5 -1.3 -2.8
S -1.1 -1.0 -0.4

***

# 18
The following is a DFT calculation (ωB97M-V/def2-TZVPD) of an isolated molecule of CH5N5.

Summary:
2S+1: 1
energy relative to the best compared isomer or geometry (same formula, charge and spin): 52.3 kcal/mol
structure (SMILES): [H]/N=N/CN/N=N/[H]
energy: -314.73081 Ha
Kohn-Sham gap: 9.26 eV

Geometry (Å):
H: 1.168 3.411 0.114
N: 1.261 2.359 -0.167
N: 0.246 1.643 0.043
C: 0.403 0.362 -0.580
N: -0.383 -0.647 0.424
N: -1.008 -1.663 -0.050
N: -1.494 -2.422 0.798
H: -2.033 -3.143 0.386
H: 1.498 0.079 -0.624
H: -0.285 0.180 -1.484
H: -0.324 -0.581 1.539

Forces on atoms 1 to 6 (eV/Å):
H -0.6 -2.4 0.2
N -0.9 0.2 -0.1
N 1.2 2.9 -0.7
C -1.7 -3.7 2.0
N 2.5 2.9 1.9
N -0.7 -0.8 -1.4

***

# 19
The following is a DFT calculation (ωB97M-V/def2-TZVPD) of an isolated molecule of CH5N7.

Summary:
2S+1: 1
energy relative to the best compared isomer or geometry (same formula, charge and spin): 48.6 kcal/mol
structure (SMILES): N/N=N/N1C=NNN1
energy: -424.18260 Ha
Kohn-Sham gap: 8.50 eV

Geometry (Å):
N: -2.179 0.857 -1.604
N: -1.148 0.876 -0.766
N: -0.966 -0.342 -0.439
N: 0.098 -0.519 0.349
C: 0.991 -1.584 0.771
N: 2.094 -1.182 1.235
N: 2.108 0.266 1.088
N: 0.754 0.697 0.646
H: -2.581 -0.044 -1.814
H: -2.852 1.720 -1.730
H: 0.544 -2.644 0.607
H: 2.407 0.700 1.947
H: 0.730 1.198 -0.289

Forces on atoms 1 to 6 (eV/Å):
N -3.3 3.1 -2.4
N 0.0 -1.7 0.9
N 0.8 -0.8 0.3
N 1.4 0.7 1.3
C -3.0 -1.0 -1.8
N -0.4 1.2 -0.1

***

# 20
The following is a DFT calculation (ωB97M-V/def2-TZVPD) of a structure of composition CH5NO.

Summary:
2S+1: 1
energy relative to the best compared isomer or geometry (same formula, charge and spin): 84.9 kcal/mol
energy: -170.94683 Ha
Kohn-Sham gap: 9.64 eV

Geometry (Å):
C: -0.672 0.849 0.070
N: 1.119 -1.058 -0.160
O: 0.851 0.111 -0.627
H: -1.290 0.074 0.353
H: -1.036 1.446 -0.678
H: -0.325 1.383 0.857
H: 0.528 -1.770 -0.653
H: 0.825 -1.034 0.837

Forces on atoms 1 to 6 (eV/Å):
C 3.7 -2.4 -2.4
N -0.7 -3.9 2.0
O -3.5 6.0 -0.6
H -1.2 -1.9 0.3
H -0.8 1.3 -1.9
H 1.3 1.5 2.4